DFT (ωB97M-V/def2-TZVPD) results for a 18-piece molecular cluster, C54H144O18 overall.

```
! RIJCOSX wB97M-V def2-TZVPD def2/J DEFGRID3
* xyz 0 1
C 0.16513 -6.69806 1.79915
C 0.63001 -5.77266 2.93580
C 1.97847 -6.08319 3.52891
O 0.73042 -4.46434 2.41135
H 0.24050 -7.69974 2.22232
H 0.87791 -6.72664 0.97500
H -0.87293 -6.52837 1.51324
H -0.13407 -5.79997 3.71266
H 2.81767 -5.88702 2.86154
H 2.15014 -7.04185 4.01841
H 2.18305 -5.38819 4.34329
H 0.81321 -3.87724 3.16638
C 1.40013 -1.91819 -5.34985
C 1.86690 -0.71896 -6.14200
C 0.98340 0.50468 -5.88982
O 3.19770 -0.43120 -5.70462
H 1.57330 -1.78636 -4.28180
H 2.03175 -2.76038 -5.63248
H 0.41756 -2.24443 -5.69074
H 1.96348 -0.99825 -7.19117
H 1.03807 0.96475 -4.90319
H -0.05630 0.22045 -6.05216
H 1.26256 1.26278 -6.62157
H 3.82295 -1.09118 -6.01296
C -2.60841 -3.18004 3.67872
C -3.96716 -3.43093 3.06347
C -3.75538 -4.35709 1.81909
O -4.82518 -4.00220 4.02002
H -1.91210 -2.88050 2.89544
H -2.24942 -4.08663 4.16587
H -2.58883 -2.41231 4.45223
H -4.33276 -2.46972 2.70221
H -2.91196 -4.12040 1.17048
H -4.64509 -4.59798 1.23728
H -3.43353 -5.34009 2.16294
H -4.93893 -3.34783 4.71318
C 0.26640 -1.57890 0.15640
C 0.40537 -0.30259 1.06628
C -0.56736 0.83013 0.73124
O 0.14221 -0.64591 2.41506
H 0.90960 -2.34329 0.59242
H 0.59573 -1.34154 -0.85518
H -0.75270 -1.96411 0.12243
H 1.42888 0.06491 0.99224
H -0.37926 1.79120 1.20986
H -1.56488 0.45893 0.96636
H -0.50819 1.04076 -0.33658
H 0.19956 0.13374 2.97223
C -2.33755 2.11787 4.52271
C -2.26264 3.41596 3.83432
C -2.50069 4.58101 4.73833
O -0.98102 3.61929 3.28013
H -1.56453 2.07675 5.29007
H -2.18586 1.22591 3.91486
H -3.26213 2.04831 5.09578
H -3.09108 3.41135 3.12597
H -1.82189 4.61987 5.59029
H -3.49262 4.43718 5.16668
H -2.48070 5.50174 4.15527
H -1.09682 4.34889 2.66705
C 1.19015 3.25237 -1.60377
C 2.26764 4.30613 -1.64083
C 3.07654 4.31355 -0.27959
O 3.24665 3.94349 -2.64362
H 0.98840 2.89950 -2.61515
H 0.24069 3.62082 -1.21536
H 1.48400 2.38336 -1.01507
H 1.93941 5.32603 -1.84125
H 3.58419 3.36924 -0.08293
H 2.41520 4.50784 0.56479
H 3.82533 5.10481 -0.31618
H 3.08323 3.02921 -2.88649
C 3.62435 -0.60352 -2.18179
C 4.13535 0.82382 -2.50164
C 5.56585 0.80292 -3.04979
O 3.21908 1.34761 -3.39999
H 4.00721 -0.96352 -1.22685
H 3.66274 -1.37555 -2.95031
H 2.56969 -0.49250 -1.92987
H 4.26170 1.46237 -1.62734
H 5.71066 -0.00676 -3.76502
H 6.28866 0.68757 -2.24211
H 5.76842 1.73646 -3.57473
H 3.23735 0.84833 -4.21974
C -5.28047 4.21091 -0.92198
C -3.86092 3.75914 -0.82806
C -3.39287 2.78600 -1.87043
O -3.04930 4.92266 -0.75693
H -5.58665 4.80212 -0.05895
H -6.01329 3.41237 -1.03780
H -5.43226 4.87215 -1.77511
H -3.70965 3.36462 0.17672
H -3.59481 3.23659 -2.84217
H -3.97215 1.86301 -1.84545
H -2.32687 2.56071 -1.83903
H -3.10427 5.37042 -1.60432
C 1.05430 -2.54428 6.54105
C 1.63954 -1.85031 5.36813
C 3.17060 -1.77795 5.31318
O 1.17293 -2.51191 4.22833
H 1.26039 -2.05042 7.49065
H 1.34690 -3.59088 6.62532
H -0.03565 -2.55486 6.54111
H 1.28750 -0.81898 5.34511
H 3.53494 -1.10089 4.54055
H 3.55972 -2.79260 5.22854
H 3.48964 -1.42827 6.29504
H 0.99280 -1.83089 3.57611
C 6.32670 -1.65389 2.47177
C 5.59900 -2.99042 2.37933
C 4.14777 -2.92819 1.82245
O 6.31134 -3.80685 1.46855
H 6.28458 -1.16615 1.49789
H 7.33974 -1.80408 2.84498
H 5.83684 -1.02712 3.21696
H 5.57575 -3.51239 3.33594
H 3.96121 -2.50164 0.83688
H 3.62581 -2.26747 2.51463
H 3.56555 -3.84518 1.91329
H 5.76201 -4.57909 1.31530
C 0.06353 7.14554 2.34117
C -1.19955 7.02082 1.51518
C -1.03581 7.52741 0.10708
O -1.51478 5.62752 1.47221
H -0.09650 6.93072 3.39775
H 0.37207 8.18951 2.28630
H 0.90099 6.54800 1.98103
H -2.06807 7.51324 1.95253
H -0.19858 7.15422 -0.48274
H -0.97422 8.61508 0.14283
H -1.94956 7.37866 -0.46827
H -2.18142 5.50518 0.79234
C 2.37729 -5.12054 -2.49580
C 1.73851 -4.55153 -1.29910
C 0.25877 -4.87009 -1.18344
O 2.40386 -5.00515 -0.18556
H 3.43351 -4.86518 -2.41048
H 1.91043 -4.73587 -3.40255
H 2.31275 -6.20541 -2.57944
H 1.80848 -3.46390 -1.28341
H -0.16038 -4.62032 -2.15814
H -0.24175 -4.36724 -0.35597
H 0.12853 -5.93716 -1.00323
H 1.94410 -4.66780 0.58672
C -3.36383 2.08513 -5.44016
C -4.00544 1.17159 -6.45108
C -2.94882 0.32580 -7.16964
O -4.97435 0.28756 -5.86780
H -4.21824 2.50891 -4.91245
H -2.86032 2.87168 -6.00222
H -2.71789 1.68486 -4.65873
H -4.45948 1.78785 -7.22706
H -3.45687 -0.29949 -7.90379
H -2.47352 -0.35792 -6.46627
H -2.21701 0.94868 -7.68401
H -4.43356 -0.26923 -5.30289
C -0.72484 5.71790 -3.50202
C -1.90847 6.60030 -3.94752
C -2.30421 6.33384 -5.39726
O -2.99526 6.22618 -3.13543
H 0.15626 6.17078 -3.95660
H -0.86132 4.65139 -3.68100
H -0.56916 5.82775 -2.42880
H -1.65648 7.64479 -3.76407
H -2.90371 7.09936 -5.88989
H -2.89909 5.42661 -5.50283
H -1.40480 6.21247 -6.00094
H -3.84114 6.48434 -3.50884
C -3.37870 -2.07789 -1.86640
C -3.12734 -0.94390 -2.86451
C -1.63011 -0.73718 -2.98284
O -3.52749 -1.37764 -4.12669
H -3.00388 -3.06858 -2.12354
H -4.45482 -2.17799 -1.72480
H -2.96695 -1.88667 -0.87546
H -3.69384 -0.04556 -2.61924
H -1.10650 -1.66991 -3.19249
H -1.19876 -0.31866 -2.07351
H -1.34592 -0.07171 -3.79800
H -3.33027 -2.31591 -4.17525
C -5.61375 0.36394 -0.03624
C -6.48798 0.45252 1.22347
C -6.35401 1.83456 2.01411
O -7.79383 0.17925 0.85358
H -5.59931 1.33724 -0.52672
H -5.78725 -0.49803 -0.68045
H -4.57999 0.25762 0.29261
H -6.17863 -0.41013 1.81359
H -5.30786 2.11080 2.14593
H -6.75733 1.69722 3.01739
H -6.85842 2.63475 1.47250
H -7.68628 -0.67387 0.42672
C 6.50852 -7.51201 0.78847
C 5.10453 -7.27975 0.28718
C 4.01595 -7.98860 1.06066
O 4.83093 -5.90148 0.35045
H 6.90659 -8.41078 0.31746
H 6.72853 -7.48749 1.85575
H 7.23649 -6.81002 0.38182
H 4.86641 -7.48775 -0.75595
H 3.02501 -7.83904 0.63199
H 3.93420 -7.61739 2.08223
H 4.14109 -9.07112 1.08514
H 3.94408 -5.71862 0.03159
C 2.61870 2.85262 3.00223
C 2.11055 2.07124 4.19581
C 1.77673 2.97277 5.38179
O 0.82453 1.49609 3.81188
H 1.81344 3.49960 2.65427
H 2.92914 2.21292 2.17610
H 3.49780 3.41821 3.31108
H 2.84918 1.38246 4.60582
H 2.71979 3.35424 5.77322
H 1.21830 2.46138 6.16584
H 1.13055 3.82641 5.17726
H 0.15850 2.18725 3.79472
*
```

Results
- F_max (eV/A) = 2.926
- HOMO energy (eV) = -9.03
- E (Ha) = -3498.07585
- energy relative to the best compared isomer or geometry (same formula, charge and spin) (kJ/mol) = 39.8
- gap between HOMO and LUMO (eV) = 9.4